Formula: C76H144B3F12N16O8
Source: the Open Molecules 2025 dataset
Level of theory: ωB97M-V with the def2-TZVPD basis set

XYZ file:
```
259
Properties=species:S:1:pos:R:3:forces:R:3:mulliken_charge:R:1
C -3.79512 7.95523 -16.96389 0.92 -0.95 0.41 -1.605
C -4.61237 7.70800 -18.23802 -0.09 0.84 -0.35 1.442
C -5.54414 8.92504 -18.41822 -0.58 -0.11 -0.64 -1.102
C -4.96438 10.20440 -18.99103 -0.27 0.08 1.35 -0.749
C -4.38954 9.94424 -20.34774 0.39 0.00 1.10 -1.168
C -3.17790 8.94487 -20.20676 -0.99 -0.22 -2.35 1.309
N -3.59168 7.67852 -19.38811 4.33 -5.25 0.75 0.683
O -2.76497 6.51580 -19.42828 -4.93 7.23 -0.12 -0.334
C -1.86857 9.54278 -19.64107 -0.33 0.50 0.94 -1.615
C -2.95195 8.49651 -21.66517 1.94 -0.37 -0.31 -1.734
C -5.39931 6.41358 -18.14583 -0.08 -0.72 -0.45 -1.735
H -3.12399 8.80993 -17.04861 -0.27 0.09 0.19 0.327
H -3.19593 7.07956 -16.71437 0.38 -0.10 -0.51 0.412
H -4.42199 7.98352 -16.07264 -0.44 0.68 -0.33 0.434
H -5.98406 9.09322 -17.43523 -0.11 0.05 -0.09 0.499
H -6.34674 8.74888 -19.13439 -0.27 -0.87 0.25 0.332
H -4.24964 10.58189 -18.25978 0.36 0.39 -0.32 0.322
H -5.78358 10.92325 -19.00808 0.09 0.11 -0.12 0.418
H -4.14516 10.89380 -20.82387 1.00 -0.11 0.11 0.464
H -5.15461 9.59782 -21.04253 0.00 -0.75 0.20 0.427
H -2.06078 10.14873 -18.75564 -0.27 -0.25 0.31 0.359
H -1.41818 10.29644 -20.28701 -0.26 -0.40 -0.66 0.431
H -1.10308 8.81874 -19.36199 -0.25 -0.25 -0.30 0.382
H -2.03830 7.90220 -21.67798 -0.22 -0.59 -0.14 0.424
H -2.62318 9.34304 -22.26800 -0.27 0.51 0.34 0.451
H -3.72967 8.02849 -22.26867 -0.31 -0.21 0.79 0.427
H -4.76108 5.53027 -18.12257 0.16 0.16 -0.09 0.421
H -6.08901 6.30689 -18.98310 0.13 0.05 -0.15 0.415
H -6.01701 6.34850 -17.25013 0.17 0.52 0.15 0.393
C 1.66774 2.77681 -33.25713 1.29 -1.52 0.41 -1.657
C 1.79176 3.87497 -32.19752 -1.61 -0.58 0.01 1.370
C 0.52950 4.70796 -32.21080 -1.03 1.29 0.84 -1.369
C 0.32902 5.72868 -31.01035 1.62 -1.78 -1.32 -0.679
C 0.17462 4.77817 -29.81974 -0.75 1.33 -0.32 -1.252
C 1.39043 3.85556 -29.46980 -1.63 0.99 -0.30 1.307
N 1.90940 3.19901 -30.79603 6.55 -5.28 1.24 0.704
O 2.81679 2.10910 -30.66731 -6.47 7.36 -0.89 -0.236
C 0.77897 2.78351 -28.58670 0.66 -1.55 0.41 -1.757
C 2.52836 4.69027 -28.76256 0.67 -1.34 -0.31 -1.392
C 2.97143 4.76279 -32.43892 1.16 0.25 -0.47 -1.535
H 2.62826 2.28495 -33.41059 0.31 0.05 0.30 0.426
H 1.42068 3.02355 -34.28970 -0.60 0.81 0.45 0.374
H 1.05203 1.95983 -32.88090 -0.46 0.22 -0.23 0.409
H -0.35953 4.07737 -32.20310 0.03 -0.18 -0.23 0.425
H 0.55839 5.23421 -33.16491 -0.11 -0.05 -0.01 0.564
H -0.51281 6.36191 -31.29043 -0.05 -0.11 0.62 0.383
H 1.23739 6.32669 -30.93726 -0.17 0.35 0.14 0.337
H -0.76778 4.27740 -30.04154 0.34 -0.99 0.03 0.412
H -0.13009 5.30063 -28.91293 0.62 0.15 0.27 0.594
H 0.42234 3.09979 -27.60645 0.35 0.76 -0.14 0.412
H 1.51836 2.00794 -28.38695 0.01 -0.10 0.03 0.442
H -0.10111 2.29827 -29.00873 0.17 0.12 -0.46 0.428
H 2.09977 5.29349 -27.96223 -0.23 0.22 -0.48 0.380
H 3.21868 5.22413 -29.41567 -0.73 0.52 -0.24 0.300
H 3.24478 4.03812 -28.26302 -0.30 -0.57 0.10 0.427
H 2.73322 5.33382 -33.33629 -0.12 -0.20 -0.21 0.421
H 3.81599 4.12406 -32.69749 0.35 0.37 0.40 0.423
H 3.18225 5.55215 -31.71743 0.10 -0.49 0.33 0.341
C -9.41312 9.24048 -29.93175 -0.68 1.05 -0.80 -1.493
C -10.70831 9.95191 -30.63187 2.55 -1.22 0.76 1.054
C -10.47890 11.47140 -30.60615 -1.12 0.80 0.61 -1.120
C -11.40846 12.31534 -31.52593 0.64 -0.79 -0.57 -0.659
C -11.04730 11.90509 -32.95643 -0.45 0.56 0.56 -1.194
C -11.42079 10.39133 -33.26811 0.54 1.31 0.07 1.093
N -10.74501 9.53554 -32.11504 3.56 -6.72 -2.73 0.729
O -10.06811 8.35517 -32.50712 -4.70 8.18 2.74 -0.242
C -10.72158 10.11318 -34.56395 0.66 -1.17 -1.11 -1.724
C -12.97098 10.12832 -33.38779 1.31 0.08 0.22 -1.395
C -12.03386 9.58681 -30.00786 -1.59 -0.20 -0.36 -1.453
H -8.53111 9.64933 -30.42470 0.03 -0.60 -0.70 0.456
H -9.42370 8.15199 -29.87550 -0.14 0.20 -0.39 0.363
H -9.16865 9.60873 -28.93540 -1.11 0.19 0.32 0.394
H -9.42430 11.71332 -30.73801 -0.03 -0.05 -0.68 0.442
H -10.62428 11.76129 -29.56551 -0.28 -0.16 0.17 0.509
H -11.30875 13.37987 -31.31394 0.46 -0.04 -0.23 0.403
H -12.48752 12.16806 -31.48062 0.00 -0.43 0.88 0.353
H -10.01168 12.16844 -33.17144 0.34 -0.75 0.13 0.475
H -11.54731 12.55710 -33.67264 -0.57 -0.43 -0.16 0.528
H -10.95942 10.85375 -35.32755 -0.19 0.35 0.40 0.417
H -10.95983 9.17579 -35.06657 -0.23 -0.26 0.42 0.385
H -9.63690 10.11001 -34.45643 0.00 0.14 0.14 0.459
H -13.52278 10.53328 -32.53949 -0.06 -0.46 -0.07 0.333
H -13.09926 9.06734 -33.60215 -0.32 -0.01 0.47 0.411
H -13.31432 10.64597 -34.28348 0.25 0.19 0.02 0.399
H -12.37638 8.55214 -30.02341 0.74 -0.29 -0.32 0.381
H -12.80950 10.10789 -30.56907 -0.15 0.20 0.29 0.325
H -12.13309 9.87106 -28.96026 0.54 0.38 -0.11 0.373
C -13.67945 10.12458 -6.82640 1.87 0.64 2.30 -1.828
C -13.56404 9.09806 -7.86462 -0.42 0.24 -1.42 1.528
C -13.82871 9.84210 -9.16992 0.00 -1.66 -1.31 -1.137
C -13.35883 9.16746 -10.49147 -0.22 0.03 0.58 -0.605
C -11.86204 8.99011 -10.39236 0.27 0.95 0.59 -1.343
C -11.40904 8.00751 -9.21609 0.92 1.93 -3.50 1.296
N -12.07737 8.54306 -7.92120 2.92 -7.54 4.52 0.587
O -11.54259 7.77595 -6.88677 -3.70 5.55 -5.43 -0.256
C -9.82330 8.14208 -9.21940 -0.32 0.07 1.83 -1.653
C -11.86279 6.55819 -9.57274 -0.43 -0.62 1.37 -1.396
C -14.55052 7.94571 -7.61366 0.55 -0.90 0.31 -1.646
H -13.33925 9.64032 -5.91106 -0.48 0.31 0.58 0.465
H -14.63445 10.63351 -6.69573 -0.10 -0.57 -0.29 0.398
H -12.93327 10.89830 -7.00715 -0.07 0.21 -0.02 0.455
H -13.34587 10.81756 -9.11123 -0.43 0.10 -0.13 0.397
H -14.91845 9.86389 -9.17974 -0.02 0.72 -0.04 0.413
H -13.70355 9.80439 -11.30608 0.50 0.20 -0.07 0.425
H -13.80099 8.20335 -10.74261 -0.41 -0.15 0.51 0.325
H -11.43383 9.97058 -10.18401 0.02 0.25 0.55 0.458
H -11.38254 8.86416 -11.36309 0.03 -1.20 0.11 0.523
H -9.44942 9.12846 -8.94490 -0.67 0.56 -0.48 0.429
H -9.34378 7.87681 -10.16163 -0.59 -0.20 -0.03 0.375
H -9.34149 7.60888 -8.39987 -0.31 -0.85 -0.20 0.431
H -11.35596 5.82818 -8.94163 0.22 0.15 0.14 0.401
H -11.72173 6.21441 -10.59744 0.55 0.89 -0.18 0.347
H -12.91962 6.34391 -9.41364 -0.14 0.49 0.22 0.305
H -14.22384 7.31170 -6.78940 0.38 -0.15 -0.15 0.420
H -14.71812 7.33876 -8.50339 0.02 0.04 0.06 0.328
H -15.51029 8.28938 -7.22787 0.07 0.65 -0.42 0.469
C 8.04083 8.98087 -20.92341 0.39 -0.67 -0.75 -1.177
C 8.43045 8.72669 -22.42186 -0.35 1.05 0.60 -0.301
N 8.61666 7.32442 -22.84133 1.46 -4.06 -0.46 0.188
C 7.94756 6.15815 -22.41226 1.03 -1.08 -0.65 -0.447
C 8.60074 5.02290 -22.95011 -0.90 1.45 0.08 -0.310
N 9.64825 5.43688 -23.73379 -1.21 4.74 2.16 0.130
C 9.66146 6.83129 -23.58857 -0.28 -0.57 0.07 -0.166
C 10.52609 4.66382 -24.55928 -0.03 -0.84 -1.55 -0.738
H 8.21318 10.02518 -20.66305 0.27 -0.06 -0.25 0.365
H 8.64091 8.34571 -20.27183 -0.05 0.10 0.12 0.360
H 6.98009 8.82572 -20.72628 0.04 -0.31 -0.20 0.346
H 9.36457 9.22619 -22.67880 0.02 -0.05 0.19 0.340
H 7.66405 9.21344 -23.02502 -0.02 -0.40 -0.31 0.297
H 7.12681 6.18937 -21.71098 0.02 0.04 -0.26 0.397
H 8.42773 3.95684 -22.94977 -0.52 0.19 0.50 0.429
H 10.47191 7.46816 -23.91101 -0.12 -0.12 -0.35 0.316
H 9.98402 4.36934 -25.45792 -0.17 0.34 -0.22 0.375
H 10.77688 3.68010 -24.16241 0.38 0.49 0.73 0.319
H 11.37192 5.25769 -24.90569 0.07 -0.20 0.46 0.277
C -13.53269 6.15967 -18.77583 -0.57 -0.56 -0.03 -1.047
C -14.55425 6.23493 -19.95507 1.23 1.51 0.89 -0.546
N -14.89233 4.98038 -20.51687 -2.40 -3.73 0.47 0.180
C -14.18969 4.13027 -21.34212 0.22 0.41 0.15 -0.321
C -14.92314 2.99386 -21.51001 -0.99 -0.01 -0.35 -0.405
N -16.11104 3.13424 -20.80164 2.35 2.36 0.44 0.113
C -16.03019 4.30582 -20.12931 0.94 0.20 -1.44 -0.223
C -17.19481 2.20400 -20.71497 -1.09 0.24 0.84 -0.740
H -13.88923 5.54884 -17.94647 -0.79 0.42 0.22 0.335
H -13.29205 7.16547 -18.43151 0.01 -0.16 -0.01 0.361
H -12.62383 5.58554 -18.95593 0.24 0.48 -0.96 0.347
H -14.16657 6.88698 -20.73780 0.11 -0.13 -0.08 0.358
H -15.51568 6.67287 -19.68688 0.26 0.21 0.44 0.332
H -13.21861 4.45899 -21.68175 -0.11 -0.35 -0.30 0.498
H -14.87210 2.12616 -22.15102 0.62 0.20 0.01 0.420
H -16.75109 4.69051 -19.42312 -0.04 -0.01 -0.17 0.386
H -18.11603 2.75518 -20.90380 -0.04 -0.20 -0.28 0.338
H -17.23043 1.94636 -19.65645 -0.20 -0.86 -0.24 0.338
H -17.10743 1.37533 -21.41764 0.21 0.11 0.33 0.276
C -10.19161 -2.39067 -12.02339 -0.47 -0.10 -0.25 -1.022
C -10.54882 -0.95456 -12.50468 1.90 -0.98 1.29 -0.550
N -10.73739 -0.89853 -13.95859 1.04 -0.23 -2.82 0.179
C -11.96232 -1.30513 -14.44145 1.62 0.91 -3.40 -0.332
C -11.83028 -1.33788 -15.88876 0.23 0.05 3.14 -0.420
N -10.51324 -1.00801 -16.20340 -1.88 -0.19 4.40 0.151
C -9.84377 -0.73042 -15.03991 -2.30 -1.00 0.85 -0.096
C -10.05944 -0.80472 -17.52347 0.57 0.48 -1.29 -0.744
H -10.95230 -3.10838 -12.33054 0.06 -0.08 -0.03 0.335
H -10.09573 -2.46749 -10.94034 -0.30 0.44 0.04 0.385
H -9.21570 -2.72214 -12.37813 -0.08 0.15 -0.40 0.314
H -9.67253 -0.40422 -12.16211 -0.25 0.72 -0.55 0.323
H -11.42625 -0.56572 -11.98796 -0.03 0.02 -0.39 0.338
H -12.71086 -1.37951 -13.66648 -0.53 -0.41 -0.74 0.412
H -12.51566 -1.58322 -16.68654 -0.07 0.02 0.30 0.416
H -8.77812 -0.55945 -15.00042 -0.18 0.22 0.26 0.370
H -8.99991 -1.06066 -17.52012 -0.10 0.25 -0.62 0.298
H -10.27847 0.22672 -17.79967 0.58 0.13 -0.02 0.353
H -10.63395 -1.38718 -18.24372 0.26 -0.43 0.30 0.289
C 6.31199 18.16332 -20.83070 -0.23 -1.06 -1.07 -0.972
C 5.90599 16.74707 -21.31731 0.35 1.22 0.49 -0.569
N 4.57812 16.46903 -20.72179 -1.17 0.50 -2.20 0.152
C 4.35008 16.16170 -19.41544 -0.05 0.24 -0.05 -0.274
C 3.01470 16.19610 -19.24679 -2.09 -0.88 0.55 -0.449
N 2.36230 16.47853 -20.43940 2.87 0.25 -0.90 0.146
C 3.38294 16.71517 -21.34224 -0.84 -0.99 1.83 -0.158
C 0.91298 16.54118 -20.73804 -0.31 1.14 0.30 -0.745
H 5.57775 18.86088 -21.23369 0.08 0.23 0.35 0.311
H 7.27051 18.37088 -21.30637 0.11 0.28 0.47 0.366
H 6.33816 18.14744 -19.74114 0.21 0.43 -0.15 0.352
H 6.67614 16.05127 -20.98439 -0.53 -0.39 0.20 0.298
H 5.89010 16.70009 -22.40618 -0.47 -0.10 0.13 0.349
H 5.15917 16.00463 -18.71751 -0.21 -0.10 -0.08 0.442
H 2.40142 15.89960 -18.40871 0.27 0.22 0.16 0.399
H 3.14208 17.02559 -22.34824 0.64 -0.13 -0.09 0.375
H 0.56553 17.56822 -20.62594 0.34 0.24 -0.12 0.363
H 0.28081 16.03804 -20.00639 0.60 -0.64 -0.11 0.311
H 0.68208 16.25814 -21.76501 0.34 -0.40 0.23 0.303
C 0.90773 11.69555 -9.15124 0.28 -0.79 1.03 -1.071
C 0.23150 10.28538 -9.28697 -1.38 3.16 -1.08 -0.537
N 1.17387 9.38705 -9.86706 0.88 -1.54 0.71 0.171
C 1.67666 9.50246 -11.17693 0.71 0.03 1.86 -0.496
C 2.74465 8.66237 -11.21728 -0.71 -0.75 0.34 -0.320
N 2.76176 7.93415 -10.03296 0.92 -0.91 1.32 0.056
C 1.83292 8.44510 -9.15306 0.55 0.16 -3.64 0.015
C 3.70122 6.71464 -9.77628 -1.15 1.16 -0.31 -0.763
H 1.47441 11.95842 -10.04447 -0.44 0.15 -0.11 0.345
H 1.64681 11.66165 -8.35079 0.21 -0.25 0.08 0.316
H 0.24765 12.49188 -8.80737 -0.34 -0.18 -0.57 0.381
H -0.55054 10.38934 -10.03910 -0.15 0.06 -0.08 0.309
H -0.34222 10.00429 -8.40383 0.86 -0.67 0.19 0.391
H 1.37317 10.29040 -11.85032 -0.17 -0.19 0.13 0.457
H 3.46872 8.50209 -12.00241 -0.16 -0.15 0.13 0.406
H 1.55368 8.11004 -8.16505 0.27 -0.01 -0.09 0.394
H 3.29830 5.81115 -10.23395 -0.38 0.27 -0.01 0.319
H 3.76714 6.55337 -8.70030 0.19 0.24 -0.18 0.317
H 4.66294 6.89679 -10.25587 -0.08 0.33 0.37 0.309
C 0.07268 -0.46896 -16.63588 0.81 -0.32 0.05 -1.175
C -0.59610 0.00479 -15.35284 0.39 0.54 -0.59 -0.323
N -0.27148 -0.83351 -14.18083 -1.40 -1.03 1.79 0.190
C 0.99582 -1.22353 -13.69151 -1.75 0.68 -0.06 -0.276
C 0.75835 -1.83500 -12.50252 0.36 0.08 0.71 -0.450
N -0.58880 -1.83961 -12.21665 -1.01 0.42 -2.18 0.132
C -1.23238 -1.23208 -13.27169 2.90 -0.25 0.19 -0.134
C -1.30050 -2.42614 -11.07012 -0.14 0.34 1.29 -0.798
H 1.15440 -0.39643 -16.52312 0.14 -0.21 0.13 0.325
H -0.10316 0.14390 -17.51996 -0.58 0.17 0.30 0.378
H -0.15763 -1.50430 -16.88717 -0.15 0.04 0.08 0.332
H -1.67402 0.09013 -15.49037 0.01 -0.33 0.40 0.334
H -0.23914 1.00552 -15.10954 -0.06 0.06 -0.01 0.294
H 1.91404 -0.90147 -14.16008 -0.16 -0.30 -0.01 0.383
H 1.46756 -2.16597 -11.75829 -0.04 -0.20 -0.21 0.426
H -2.29696 -1.06433 -13.34202 0.14 0.00 -0.06 0.343
H -0.90630 -3.33327 -10.61204 0.44 -0.36 -1.13 0.372
H -2.35612 -2.57850 -11.29496 0.24 0.11 -0.20 0.269
H -1.22366 -1.77819 -10.19698 -0.22 0.64 -0.33 0.375
C -2.44014 3.76368 -10.18287 0.91 0.26 0.14 -0.737
C -3.77214 3.05609 -10.39719 -1.30 -1.12 0.71 0.517
O -4.33468 3.19379 -11.48516 0.06 0.93 -2.45 -0.733
O -4.29516 2.36598 -9.49421 1.14 0.03 1.17 -0.733
H -1.71759 3.17917 -9.61333 -0.21 -0.18 0.31 0.251
H -2.57131 4.70997 -9.65806 -0.22 -0.01 0.20 0.182
H -1.92776 4.02178 -11.10967 -0.30 -0.06 -0.34 0.255
C -4.42691 15.95134 -12.72547 -0.12 0.86 -0.85 -0.781
C -3.15989 15.67670 -13.54456 -1.18 0.18 0.73 0.628
O -2.51977 16.62765 -14.01213 0.45 0.43 -0.13 -0.622
O -2.89980 14.48138 -13.76421 0.64 -1.29 -0.30 -0.625
H -4.96430 15.07547 -12.36194 0.43 0.01 0.27 0.272
H -5.08844 16.42259 -13.45237 -0.26 -0.03 -0.18 0.225
H -4.28822 16.76292 -12.01118 0.19 -0.37 0.39 0.262
B -6.51852 3.66058 -23.69945 -0.09 0.71 -1.48 0.628
F -7.50789 2.71273 -23.53796 -0.89 -0.46 0.15 -0.389
F -5.35614 3.17753 -23.15379 1.00 0.02 0.90 -0.388
F -6.26244 3.86935 -25.10353 -0.30 0.08 0.46 -0.425
F -6.94222 4.90131 -23.13711 0.27 -0.28 0.13 -0.426
B -12.45824 14.36032 -16.30979 -1.68 -0.21 0.66 0.626
F -13.18922 13.58428 -17.19320 0.23 -1.72 -1.74 -0.418
F -13.35985 14.42035 -15.24368 -0.45 0.88 1.59 -0.425
F -11.30612 13.79465 -15.80015 1.15 -0.51 -0.33 -0.408
F -12.26627 15.56179 -16.92736 0.78 1.27 -0.17 -0.376
B 2.59855 11.73074 -25.67160 -0.15 0.18 1.64 0.608
F 1.58410 12.57453 -25.26655 -1.51 0.87 -0.22 -0.414
F 3.68092 12.43908 -26.00204 2.74 2.10 -0.53 -0.377
F 2.89328 10.99288 -24.51962 0.39 -1.40 1.01 -0.449
F 2.33324 10.95003 -26.72890 -1.40 -1.84 -1.69 -0.369
```
Positions in Å, forces in eV/Å.

Properties
Molecular weight, g/mol: 1670.504
2S+1: 1
Charge: +5
E, hartree: -5731.31490